one) Molecular formula: C4H8N2O2
Method: DFT, the ωB97M-V functional and the def2-TZVPD basis

Positions of all 16 atoms, in Å:
C  0.9400  -0.7254  -1.2714
C  0.5638  -0.3324  0.1169
C  0.9726  1.0760  0.5461
C  -1.5679  0.5873  0.4647
H  1.1455  0.6161  -1.7737
H  -0.0667  -1.3944  -1.8024
H  1.9786  -1.2584  -1.3009
H  1.0070  -1.1264  0.8112
H  0.6228  1.2986  1.6032
H  2.1058  1.3806  0.4374
H  -2.6736  0.5140  0.7729
H  -1.9876  -2.1646  0.3882
N  -1.2382  1.7282  0.0568
N  -0.7950  -0.5231  0.1448
O  0.1622  1.9886  -0.1918
O  -1.1693  -1.6645  0.9981

Its spin multiplicity is 1. Its total charge is 0. The frontier orbital gap comes out at 9.50 eV.

two) Molecular formula: C4H8N2O2
Method: DFT, the ωB97M-V functional and the def2-TZVPD basis

Positions of all 16 atoms, in Å:
C  2.2358  -0.4329  -0.3926
C  -0.9402  -1.4455  0.4250
N  1.2583  0.1205  0.5210
C  -0.7662  1.0554  -0.1841
C  -0.3912  -0.0836  0.2907
O  -0.3339  2.3319  -0.1835
N  -2.3636  1.0180  -0.6460
O  -3.2621  0.8481  0.1363
H  -1.1207  2.8857  -0.3446
H  1.4876  1.0731  0.8100
H  1.9882  -1.4723  -0.6285
H  3.2310  -0.4251  0.0695
H  2.3086  0.1303  -1.3309
H  -1.6037  -1.7984  -0.3687
H  -0.2007  -2.2497  0.4800
H  -1.5272  -1.5555  1.3465

Its spin multiplicity is 1. Its total charge is 0. The frontier orbital gap comes out at 7.80 eV.

three) Molecular formula: C4H8N2O2
Method: DFT, the ωB97M-V functional and the def2-TZVPD basis

Positions of all 16 atoms, in Å:
C  1.4351  -0.8374  0.4457
N  -0.0315  -1.4797  -1.7017
C  -0.1430  1.8052  0.7517
C  0.3398  -0.3704  -0.4350
N  -1.2894  2.3032  1.2745
C  -0.5163  0.5806  -0.5301
O  -0.5846  -2.7127  -1.3191
O  0.9567  2.2281  1.0338
H  0.1936  -3.2527  -1.1042
H  -0.6657  -1.0757  -2.3945
H  -2.1850  1.8748  1.1052
H  -1.2363  3.0909  1.9109
H  -1.4593  0.7481  -1.0163
H  2.2533  -1.2170  -0.1730
H  1.8369  -0.0317  1.0624
H  1.0957  -1.6535  1.0897

Its spin multiplicity is 1. Its total charge is 0. The frontier orbital gap comes out at 9.10 eV.

four) Molecular formula: C4H8N2O2
Method: DFT, the ωB97M-V functional and the def2-TZVPD basis

Positions of all 16 atoms, in Å:
O  2.0543  -2.1159  0.0176
C  1.0662  -1.4826  0.3420
C  0.9993  0.1512  0.3945
C  0.6976  0.5135  1.8875
N  0.0423  0.5081  -0.6702
C  -1.1258  -0.0952  -1.0361
N  -1.8481  0.1220  -2.2976
O  -1.5459  -0.9271  -0.2593
H  0.2357  -1.9472  0.7403
H  1.9638  0.6730  0.0999
H  1.5990  0.4285  2.5614
H  0.5994  1.6038  1.7868
H  -0.2899  0.0376  2.2663
H  0.1569  1.4873  -0.9666
H  -1.7503  1.0134  -2.7297
H  -2.8544  0.0296  -2.1368

Its spin multiplicity is 1. Its total charge is 0. The frontier orbital gap comes out at 9.85 eV.

What is the stability order? It is four), three), two), one), from most stable to least stable.

one) Molecular formula: C4H8N2O2
Method: DFT, the ωB97M-V functional and the def2-TZVPD basis

Positions of all 16 atoms, in Å:
C  -0.5301  1.1970  -0.2551
C  -2.5911  0.2885  1.1703
N  -1.3001  0.2450  0.5617
C  2.5655  -0.1251  -0.6196
N  2.5151  -1.4610  -0.4841
C  -0.6488  -0.2611  -0.4642
O  2.7989  0.6555  0.2690
O  -0.3533  -1.2500  -1.0637
H  2.0899  -2.0281  -1.1970
H  2.5621  -1.8426  0.4486
H  0.3315  1.6421  0.2254
H  -1.0753  1.8518  -0.9283
H  2.4018  0.1953  -1.6645
H  -2.9101  -0.7285  1.3948
H  -2.5281  0.8618  2.0963
H  -3.3279  0.7595  0.5105

Its spin multiplicity is 1. Its total charge is 0. The frontier orbital gap comes out at 10.38 eV.

two) Molecular formula: C4H8N2O2
Method: DFT, the ωB97M-V functional and the def2-TZVPD basis

Positions of all 16 atoms, in Å:
C  1.0298  2.1497  -0.3826
C  -0.8427  0.6930  -0.1166
C  -0.6737  -0.7408  -0.1866
N  -1.3861  -1.5260  -1.1295
N  0.5274  -1.5121  1.7757
C  0.3790  -1.3897  0.4597
O  0.2377  1.3233  0.4726
O  -1.7962  1.3218  -0.5560
H  -2.3836  -1.4826  -0.9285
H  -1.2864  -1.1317  -2.0626
H  1.3457  -1.9860  2.1466
H  0.0405  -0.8330  2.3558
H  1.0852  -2.0189  -0.0938
H  0.8727  2.0163  -1.4563
H  2.0702  1.9260  -0.1398
H  0.7805  3.1908  -0.1581

Its spin multiplicity is 1. Its total charge is 0. The frontier orbital gap comes out at 8.24 eV.

What is the stability order? It is one), two), from most stable to least stable.

one) Molecular formula: C3H4N2S
Method: DFT, the ωB97M-V functional and the def2-TZVPD basis

Positions of all 10 atoms, in Å:
C  0.5117  -0.8292  0.4724
C  -0.7859  -1.3029  -0.1961
C  1.0737  0.2862  0.2113
N  -1.8901  -0.7286  -0.2426
N  1.0184  1.5651  -0.2223
S  -2.3286  0.7886  0.0799
H  0.9861  -1.7217  1.0673
H  -0.5374  -2.3107  -0.5808
H  0.1389  2.1946  -0.0286
H  1.8132  2.0586  -0.5604

Its spin multiplicity is 1. Its total charge is 0. The frontier orbital gap (alpha / beta) comes out at 8.53 / 5.93 eV.

two) Molecular formula: C3H4N2S
Method: DFT, the ωB97M-V functional and the def2-TZVPD basis

Positions of all 10 atoms, in Å:
C  -0.2660  -0.7413  0.0334
C  0.9570  -1.4181  0.0602
C  -0.1436  0.5814  0.0590
N  2.0510  -0.6985  0.1871
N  -1.1161  1.5009  0.0089
S  1.7431  0.8903  0.2565
H  -1.2231  -1.1927  -0.4551
H  0.9660  -2.5439  -0.1709
H  -0.9333  2.4782  0.1229
H  -2.0350  1.1436  -0.1020

Its spin multiplicity is 1. Its total charge is 0. The frontier orbital gap comes out at 8.92 eV.

three) Molecular formula: C3H4N2S
Method: DFT, the ωB97M-V functional and the def2-TZVPD basis

Positions of all 10 atoms, in Å:
C  0.1143  1.0904  -0.2192
C  1.4425  0.5634  -0.0440
C  0.2432  -1.1196  -0.2396
H  -2.1624  -0.7056  1.3535
H  -0.3322  2.2086  -0.1882
H  2.4531  1.0365  0.3386
H  -0.2209  -2.1392  -0.5809
N  -0.6453  -0.0439  -0.3320
N  1.4787  -0.8358  0.0080
S  -2.3709  -0.0548  -0.0962

Its spin multiplicity is 1. Its total charge is 0. The frontier orbital gap comes out at 8.75 eV.

four) Molecular formula: C3H4N2S
Method: DFT, the ωB97M-V functional and the def2-TZVPD basis

Positions of all 10 atoms, in Å:
C  -0.2867  0.0002  0.7726
C  1.3257  0.4735  -0.4607
C  0.5675  -0.3106  -1.2619
H  -1.5025  0.7797  2.6849
H  2.0465  1.1011  -0.9432
H  0.8985  -1.0835  -2.0971
H  -1.5009  -1.0595  -0.6343
N  0.7594  0.6831  0.7201
N  -0.5479  -0.4618  -0.4933
S  -1.7595  -0.1222  1.7130

Its spin multiplicity is 1. Its total charge is 0. The frontier orbital gap comes out at 9.05 eV.

What is the stability order? It is two), four), three), one), from most stable to least stable.

one) Molecular formula: C5H12O2
Method: DFT, the ωB97M-V functional and the def2-TZVPD basis

Positions of all 19 atoms, in Å:
C  0.8972  2.3800  -0.8802
C  0.0422  1.4012  -1.1914
C  0.2970  -0.0302  -0.9846
C  -0.6570  -0.9370  -1.1708
C  -0.5424  -2.4076  -0.9111
H  0.5671  3.4042  -0.9595
H  1.9206  2.3350  -0.4987
H  -0.9186  1.7022  -1.5705
H  1.2714  -0.2732  -0.5809
H  -1.6389  -0.6314  -1.5025
H  0.4520  -2.7175  -0.6038
H  -0.7296  -2.9859  -1.8278
H  -1.2506  -2.7283  -0.1335
H  -0.2630  -0.6304  2.1658
H  1.0343  -1.4216  2.2646
O  0.0754  -1.5286  2.2967
H  -0.8425  1.9042  2.4130
H  0.2848  1.7057  1.3923
O  0.0005  1.4593  2.2830

Its spin multiplicity is 1. Its total charge is 0. The frontier orbital gap comes out at 9.72 eV.

two) Molecular formula: C5H12O2
Method: DFT, the ωB97M-V functional and the def2-TZVPD basis

Positions of all 19 atoms, in Å:
C  -0.3509  -0.1005  2.7343
C  -0.7390  0.2505  1.3000
C  0.4958  0.3577  0.3986
O  1.1536  -0.8881  0.2610
C  0.2167  1.0087  -0.9425
C  0.9229  0.7285  -2.0363
O  -0.7013  -1.6702  -2.4137
H  -1.2298  -0.2224  3.3752
H  0.2267  -1.0294  2.7550
H  0.2747  0.6887  3.1698
H  -1.2884  1.2014  1.2797
H  -1.4180  -0.5124  0.8921
H  1.2245  0.9988  0.9152
H  0.6050  -1.4584  -0.3019
H  -0.5858  1.7460  -0.9795
H  -0.7229  -0.7674  -2.0650
H  1.7143  -0.0160  -1.9980
H  0.7316  1.2109  -2.9915
H  -0.5298  -1.5264  -3.3525

Its spin multiplicity is 1. Its total charge is 0. The frontier orbital gap comes out at 10.83 eV.

three) Molecular formula: C5H12O2
Method: DFT, the ωB97M-V functional and the def2-TZVPD basis

Positions of all 19 atoms, in Å:
C  0.5346  0.6446  -0.0028
C  -1.4884  -0.4660  0.1123
C  -0.4140  -1.2212  0.5204
C  1.9213  0.0600  -0.1910
C  0.1048  1.4696  -1.1953
O  0.4094  1.4331  1.1441
O  -2.2794  -2.3001  0.4122
H  1.0377  1.1575  1.8210
H  -2.7789  -2.2409  1.2391
H  -1.9919  0.1691  0.8288
H  -1.8338  -0.3612  -0.9050
H  0.0519  -1.9511  -0.1235
H  -0.1315  -1.2200  1.5643
H  2.2518  -0.5006  0.6856
H  0.0420  0.8530  -2.0914
H  0.8337  2.2715  -1.3681
H  -0.8657  1.9362  -1.0351
H  2.6424  0.8702  -0.3609
H  1.9541  -0.6035  -1.0550

Its spin multiplicity is 1. Its total charge is 0. The frontier orbital gap (alpha / beta) comes out at 7.88 / 7.88 eV.

What is the stability order? It is two), one), three), from most stable to least stable.